(1)
C22H18ClN5O2S | ωB97M-V with the def2-TZVPD basis set

Each line ends with the natural charge from an NBO analysis.
Geometry (Å):
H  3.2551  0.2686  2.1720  0.21
C  1.9415  -1.9236  -2.8179  -0.20
Cl  0.1020  4.0408  -5.7279  0.02
N  -1.4919  -0.8730  0.4450  -0.29
H  2.9474  -2.3230  2.7230  0.23
N  -1.0375  0.8359  -0.8582  -0.40
C  1.4231  -0.8109  2.8411  0.18
H  -1.5678  -3.5035  4.2954  0.23
N  1.7158  1.5489  1.9649  -0.21
C  1.1928  -0.9936  -2.1259  -0.22
C  -0.2475  2.9914  1.8203  0.64
C  -1.9398  1.2088  0.1134  0.16
H  -1.9076  -1.8123  4.7320  0.22
H  1.0614  4.3226  -3.0341  0.24
H  2.3736  -4.0457  -3.1422  0.22
H  0.5406  -4.7994  -1.7067  0.21
H  -1.4505  1.6295  -5.3502  0.24
N  -2.1981  0.2120  0.9236  -0.29
C  -1.2572  1.1864  -3.2425  -0.19
S  -2.5991  2.8194  0.3389  0.29
C  0.9286  -2.8824  3.5224  -0.32
C  -0.1501  3.1102  -4.2914  -0.04
C  -0.1235  -2.8178  -1.2057  -0.18
H  -0.2064  1.0725  2.5542  0.40
C  2.2027  0.3603  2.3105  0.01
C  -1.5446  -2.4742  3.9382  -0.66
C  0.6970  -3.7572  -1.8220  -0.21
H  1.4135  0.0654  -2.2495  0.23
C  0.3817  3.4704  -3.0410  -0.22
H  0.5823  2.9237  -0.9886  0.26
H  -2.2048  -2.3469  3.0768  0.25
H  -1.8895  0.3089  -3.2334  0.23
C  0.1080  2.7044  -1.9318  -0.19
H  0.9950  -3.9578  3.7762  0.24
H  -0.9224  -3.2016  -0.6182  0.23
H  -2.1515  2.4897  2.7436  0.23
C  1.9588  -2.0433  3.0056  -0.25
O  0.3488  3.9401  1.3189  -0.60
C  0.1162  -1.4190  -1.3152  -0.02
C  -0.7925  -0.4934  -0.6049  0.31
H  2.7000  -1.5482  -3.4718  0.21
O  0.1226  -0.7857  3.1643  -0.42
C  -0.9779  1.9462  -4.4052  -0.22
H  -1.9635  4.1843  2.3303  0.26
N  0.4065  1.8321  2.2027  -0.47
C  1.7443  -3.3153  -2.6571  -0.20
C  -0.1614  -2.0805  3.5535  0.33
C  -0.7127  1.5845  -1.9958  0.12
C  -1.7617  3.1513  1.9702  -0.59

Force components x, y, z for each atom (eV/Å):
H 0.477 -0.330 -0.160
C 0.039 -1.239 0.266
Cl 0.199 0.085 0.206
N 0.266 0.391 0.231
H 0.500 -0.042 0.063
N -0.280 -0.558 0.824
C 2.795 1.152 -1.065
H 0.095 0.117 -0.126
N 1.433 -1.509 0.647
C -1.033 -0.014 0.468
C 1.635 1.787 -1.095
C -0.140 -0.140 0.586
H -0.096 -0.152 -0.044
H -0.253 -0.188 0.362
H 0.093 0.098 -0.182
H -0.277 -0.739 0.205
H 0.525 0.434 0.492
N 0.387 -0.336 -0.997
C 0.805 1.273 0.266
S 0.502 0.270 0.691
C 0.290 -0.022 -0.429
C -1.275 -1.683 0.553
C 0.742 0.637 -0.248
H 0.530 0.662 -0.315
C -3.824 2.093 -0.139
C -0.098 1.035 -0.080
C 0.956 1.725 -0.860
H -0.079 -0.237 0.065
C 0.137 0.200 -1.786
H -0.015 0.306 0.221
H -0.077 -0.119 0.070
H -0.065 -0.005 -0.363
C 0.063 -0.585 0.707
H -0.222 1.043 -0.223
H -0.639 0.150 0.480
H -0.257 -0.243 -0.244
C -0.080 -0.211 0.163
O -0.185 -0.870 0.339
C 0.178 -0.784 -0.611
C -0.256 -0.362 0.579
H 0.463 -0.026 -0.271
O -0.643 -1.172 0.524
C 0.109 0.067 0.978
H 0.175 -0.619 -0.761
N -2.173 -1.455 0.563
C -0.777 0.934 0.640
C -0.809 -0.802 0.611
C -0.027 0.561 -2.453
C 0.188 -0.578 0.650

## Properties
* orbital gap: 8.47 eV
* SMILES string: Cc1ccc(/C=N\NC(=O)CSc2nnc(-c3ccccc3)n2-c2ccc(Cl)cc2)o1
* E_HOMO: -8.156 eV
* strongest force on any atom: 4.4 eV/A


(2)
C22H18F4N | ωB97M-V with the def2-TZVPD basis set

Each line ends with the natural charge from an NBO analysis.
Geometry (Å):
C  5.2405  1.9594  -1.8874  0.42
C  -2.8130  -0.1027  4.8600  -0.20
H  7.3906  1.7229  -1.9654  0.28
C  -2.2015  -1.0214  2.6952  0.02
H  -0.0986  -0.2099  1.2474  0.39
F  5.3109  3.3348  -1.9085  -0.31
C  -3.4786  -0.1098  -1.7341  0.42
H  0.5181  -1.6970  0.8153  0.37
H  -0.6337  -2.4601  2.4874  0.21
H  -3.6340  -0.7271  1.1172  0.21
C  2.6170  -0.7138  -1.6254  0.07
H  2.6431  -1.8085  -1.5839  0.22
C  -1.2585  -1.8345  1.8364  -0.26
F  7.4484  -0.9108  -1.9453  -0.30
C  0.1687  -0.6698  -1.2451  0.11
C  -3.5916  1.2766  -1.8296  -0.29
H  -2.5878  0.0463  5.9200  0.23
C  -1.0780  -0.0061  -1.4876  -0.10
H  3.0814  1.9885  -1.7758  0.24
H  -1.0312  -1.2800  4.4882  0.22
C  -1.9330  -0.8354  4.0600  -0.23
H  5.0157  -1.8956  -1.8479  0.25
F  -2.4536  3.3729  -1.8777  -0.31
C  -3.3945  -0.5208  2.1619  -0.24
C  -3.9799  0.4404  4.3102  -0.20
H  -4.5514  1.7733  -1.9579  0.27
H  -2.2195  -1.8546  -1.5886  0.24
C  6.2959  -0.1603  -1.9114  0.41
C  6.4225  1.2288  -1.9304  -0.26
C  -2.2657  -0.7669  -1.5954  -0.24
H  0.1497  -1.7575  -1.1402  0.23
C  3.9807  1.3765  -1.8158  -0.22
C  3.8739  -0.0423  -1.7694  -0.13
C  -1.1557  1.4047  -1.6129  -0.24
C  1.3815  -0.0721  -1.6014  -0.34
F  -4.6420  -0.8541  -1.7290  -0.31
H  1.3580  0.9643  -1.9470  0.22
C  5.0714  -0.8079  -1.8501  -0.20
H  -4.6656  1.0208  4.9361  0.23
C  -4.2717  0.2160  2.9607  -0.19
H  -1.8464  -2.4906  1.1831  0.20
C  -2.4020  1.9997  -1.7785  0.42
N  -0.3354  -1.1512  0.9331  -0.76
H  -5.1908  0.6148  2.5251  0.22
H  -0.2538  2.0200  -1.5954  0.23

Force components x, y, z for each atom (eV/Å):
C -0.523 1.119 -0.035
C -0.052 0.042 -0.041
H -0.194 -0.156 -0.011
C 0.006 0.228 0.042
H 0.108 -0.342 0.229
F -0.002 -1.684 0.016
C -0.860 -0.592 0.088
H -0.192 0.321 0.657
H -0.394 -0.070 0.009
H 0.000 0.122 0.245
C -1.106 0.062 -0.060
H 0.013 0.301 0.368
C -0.375 -1.057 0.138
F -1.450 0.865 0.006
C 0.021 -1.254 -1.570
C 0.399 -0.013 -0.014
H -0.091 -0.077 -0.400
C -1.546 0.916 -0.415
H 0.470 0.056 0.033
H -0.258 0.193 -0.061
C -0.064 0.145 -0.272
H 0.176 0.249 0.034
F 0.003 -1.680 0.083
C 0.126 0.137 0.187
C 0.187 -0.166 -0.108
H 0.222 -0.160 0.087
H -0.163 0.238 0.195
C 0.924 -0.502 -0.035
C -0.311 -0.268 0.049
C 0.145 0.222 0.056
H -0.035 0.479 -0.427
C 0.055 -0.476 0.112
C 1.357 0.604 -0.451
C -0.009 -0.419 0.003
C 0.993 0.283 0.280
F 1.484 0.889 -0.157
H 0.040 -0.300 0.520
C -0.435 0.125 0.144
H 0.285 -0.260 -0.274
C 0.035 0.020 -0.006
H -0.089 -0.159 0.321
C 0.115 0.933 -0.027
N 1.236 1.294 0.155
H 0.282 -0.151 0.170
H -0.533 -0.055 0.137

## Properties
* orbital gap: 5.88 eV
* total charge: +1
* E_HOMO: -11.838 eV
* strongest force on any atom: 2.0 eV/A